*a*
H33O16 | ωB97M-V with the def2-TZVPD basis set

Element x y z (Å)
O  0.85222  -2.87901  3.09579
O  -0.80115  0.97127  2.68861
O  -1.89971  -2.46952  -3.43276
O  -2.46744  -0.88156  1.94439
O  0.38532  -0.83912  -2.25488
O  2.44294  1.94020  3.58131
O  -3.75025  2.21858  -1.55111
O  -1.60190  3.26744  2.57634
O  4.21900  -2.77100  0.69939
O  -0.48167  -3.09853  0.12673
O  2.62971  2.42550  0.48457
O  -0.88092  0.12631  0.22288
O  2.49231  -1.00882  -3.86255
O  1.13588  4.12459  -2.62710
O  1.92882  -0.78524  0.90972
O  -4.49947  -0.43934  -2.54589
H  -2.89824  -0.42870  2.68111
H  3.44824  2.82602  0.17402
H  2.94150  -1.66110  -4.41774
H  -3.20646  1.55618  -1.12203
H  1.33415  4.95222  -3.09268
H  2.36429  1.15148  3.02169
H  -2.84890  -2.31407  -3.49390
H  2.30135  1.94032  -0.27848
H  0.81048  -1.48830  -2.84424
H  3.13151  1.53472  4.13995
H  2.48046  -0.24266  -4.45060
H  0.27010  -2.55832  -0.13940
H  2.83369  -1.05424  0.70783
H  1.05346  -3.06863  4.02599
H  -3.23444  2.72100  -2.18772
H  -1.76426  3.72273  3.40560
H  -0.94366  0.16078  1.37944
H  -5.14594  -0.63902  -1.85250
H  1.21206  -0.36752  -2.08372
H  -1.74718  1.10482  2.58592
H  1.13780  -1.96812  3.00456
H  -2.70403  -1.81413  2.02724
H  1.55728  -1.30979  1.61635
H  -0.79682  -3.56286  -0.65634
H  5.00060  -3.26583  0.98753
H  -1.30038  3.78963  1.83026
H  -1.50219  -0.56706  -0.05320
H  -4.70051  0.51427  -2.66144
H  4.15300  -3.22773  -0.16820
H  0.02436  0.07585  -0.12471
H  -1.50580  -1.66138  -3.09911
H  -0.31059  1.79746  2.85297
H  0.49364  4.32119  -1.92113

As for the HOMO energy: -13.319 eV. Its total charge is +1. The value obtained for the orbital gap is 10.557 eV.

*b*
H33O16 | ωB97M-V with the def2-TZVPD basis set

Element x y z (Å)
O  -3.30061  3.13963  -2.52143
O  3.76190  -1.43635  1.02128
O  -0.55623  -1.63680  -1.78134
O  2.19581  -3.41182  -0.13277
O  -0.87946  1.39109  -4.00227
O  -1.70529  1.16615  4.69217
O  -3.53759  3.32240  0.44102
O  1.88363  0.30534  0.54255
O  0.65966  -4.36635  1.93774
O  -1.69354  -1.45692  -4.80504
O  -4.04922  1.71239  2.84652
O  -0.99122  -1.52722  1.71178
O  2.49298  -0.79753  2.94091
O  4.68145  -0.89674  -2.27536
O  1.69465  2.85796  1.82200
O  0.07592  1.30997  -1.28586
H  1.41070  3.74494  1.55322
H  -0.13733  1.98312  -3.78453
H  1.86359  0.54455  -0.39940
H  3.10684  -0.62312  0.65019
H  5.44179  -1.41874  -2.61270
H  -2.31018  -0.74629  -4.75869
H  0.99790  -5.22855  2.15079
H  -4.04941  1.19613  2.05201
H  4.76126  -0.07757  -2.74162
H  -0.63531  0.91526  -4.80210
H  -4.16884  3.81640  0.87605
H  -0.31389  1.29210  -2.14981
H  -1.50899  -1.89876  -1.88645
H  1.60167  -3.78807  0.52326
H  3.80020  -1.87387  0.11441
H  1.81055  3.02416  2.74036
H  -0.30045  -4.37069  2.10158
H  1.65290  1.20662  0.76618
H  -1.96008  -2.05869  -5.45910
H  1.56159  -0.71257  3.09700
H  -3.50803  1.15621  3.65520
H  -0.32841  0.66099  -0.76747
H  1.63183  -2.76825  -0.56308
H  -4.15678  3.51192  -2.65533
H  -3.40203  3.29897  -0.46036
H  3.25295  -2.01334  1.65662
H  -2.05824  1.89199  4.17196
H  -1.75649  1.47603  5.69067
H  -1.36499  -1.95063  0.89273
H  2.73913  -0.19014  3.64377
H  -0.46376  -1.51829  -2.72559
H  -3.17521  2.45616  -3.14854
H  -0.76734  -0.61320  1.42691

As for the HOMO energy: -12.691 eV. Its total charge is +1. The value obtained for the orbital gap is 10.291 eV.

Stability summary - winner: *a*; margin: 2.3 kcal/mol.

*a*
C3H12NO4 | ωB97M-V with the def2-TZVPD basis set

Element x y z (Å)
O  0.42052  -1.06243  0.84536
O  -0.46451  2.97022  0.40410
O  1.02116  -4.05792  1.07608
O  2.50048  -0.53145  -0.71255
N  -1.44295  0.45478  0.26214
C  -0.62992  -0.31208  1.26369
C  -0.75615  0.86710  -0.94030
C  -0.37401  2.40412  -0.92444
H  -1.37777  -1.01410  1.70360
H  -0.31929  0.35839  2.09055
H  2.08213  -0.59572  -1.55974
H  1.70525  -0.73571  -0.07663
H  1.33765  -4.13275  0.16691
H  0.21037  0.37903  -1.02394
H  0.68123  2.51510  -1.17646
H  -1.08638  2.97201  -1.51559
H  -2.23906  -0.07412  -0.04725
H  -0.43748  2.20629  0.97313
H  0.46726  -3.24955  1.04865
H  -1.29853  0.63881  -1.85732

As for the HOMO energy: -3.991 eV. Its total charge is -1. The value obtained for the orbital gap is 7.825 eV.

*b*
C3H12NO4 | ωB97M-V with the def2-TZVPD basis set

Element x y z (Å)
O  0.44802  2.05395  1.71982
O  -0.98830  1.78960  -1.66690
O  -1.26930  0.64075  0.61331
O  2.08745  0.28126  0.05967
N  -0.83420  -1.57362  -0.10214
C  -1.38570  -0.67083  0.98117
C  0.64625  -1.68605  -0.26555
C  1.36151  -0.48573  -0.93645
H  0.79096  0.31707  -1.56755
H  -1.15446  -1.13264  -0.92316
H  1.38277  0.68687  0.66648
H  2.15647  -0.88057  -1.67373
H  -0.76000  -0.85033  1.88479
H  -2.45031  -1.05376  0.88374
H  -0.84391  2.59219  -1.26316
H  0.10518  1.15030  1.81547
H  -0.97555  1.10983  -0.87802
H  -0.06249  2.35926  1.07642
H  0.66064  -2.51243  -1.03668
H  1.08498  -2.13512  0.61246

As for the HOMO energy: -3.996 eV. Its total charge is -1. The value obtained for the orbital gap is 8.077 eV.

Stability summary - winner: *a*; margin: 20.8 kcal/mol.